(1)
{
  "formula": "C41H37BrCl5F9IN7O9STi",
  "method": "ωB97M-V/def2-TZVPD",
  "symbols": ["Ti", "Cl", "C", "Cl", "H", "H", "O", "C", "O", "C", "C", "C", "C", "C", "C", "N", "O", "O", "N", "O", "O", "H", "H", "H", "F", "C", "F", "F", "C", "O", "C", "F", "F", "F", "C", "F", "F", "F", "Br", "C", "C", "C", "C", "C", "C", "I", "H", "H", "H", "H", "Cl", "C", "C", "C", "C", "C", "C", "N", "C", "C", "N", "C", "O", "C", "C", "C", "Cl", "S", "C", "C", "C", "Cl", "C", "H", "H", "H", "H", "H", "H", "H", "H", "H", "H", "H", "H", "H", "C", "C", "C", "C", "C", "N", "H", "H", "H", "H", "H", "H", "H", "H", "H", "C", "N", "C", "N", "O", "H", "H", "H", "H", "H", "H"],
  "positions_angstrom": [[-0.593104, -0.452912, 0.267344], [2.776173, 1.448535, 0.554171], [1.570611, 2.685335, 0.234143], [-0.073617, 2.140122, 0.729391], [1.523245, 2.882787, -0.829982], [1.791535, 3.561136, 0.832960], [0.544006, 1.737008, -2.522090], [-0.185394, 0.791617, -2.431714], [-0.052249, -0.063495, -1.376277], [-1.200122, 0.429295, -3.451568], [-1.271442, 1.217176, -4.596633], [-2.184838, 0.880564, -5.571632], [-3.047119, -0.192278, -5.449986], [-2.952484, -0.941716, -4.296182], [-2.040334, -0.661332, -3.299386], [-3.867213, -2.076155, -4.103143], [-3.834031, -2.625431, -3.012398], [-4.581433, -2.390446, -5.017443], [-2.232515, 1.689214, -6.811060], [-1.465691, 2.622512, -6.883350], [-3.015083, 1.337755, -7.662592], [-0.614204, 2.064419, -4.730479], [-3.759517, -0.429510, -6.227540], [-2.005374, -1.289715, -2.424223], [-2.610875, 2.085283, -1.617954], [-3.455793, 2.162786, -0.587935], [-3.031457, 3.135613, 0.218395], [-4.660098, 2.482530, -1.036687], [-3.487418, 0.790613, 0.164342], [-2.227627, 0.228763, 0.161470], [-4.469290, -0.188612, -0.556851], [-4.329485, -0.094973, -1.879914], [-5.728514, 0.059151, -0.234271], [-4.176904, -1.444557, -0.207567], [-3.931973, 1.003610, 1.641083], [-4.193876, -0.176329, 2.211830], [-2.935141, 1.570916, 2.332303], [-5.001762, 1.773895, 1.731887], [-1.153497, -3.873483, -5.979266], [-0.177764, -2.297589, -6.341894], [-0.396189, -1.661475, -7.557876], [0.285387, -0.493569, -7.862920], [1.179686, 0.049693, -6.952395], [1.406652, -0.584979, -5.740596], [0.732940, -1.761750, -5.439585], [1.124057, -2.679121, -3.599330], [-1.097767, -2.088062, -8.261636], [0.117670, -0.013176, -8.817328], [1.706706, 0.965209, -7.184349], [2.106253, -0.163451, -5.031317], [-5.365036, 2.924593, 7.974895], [-3.776442, 2.558272, 7.413880], [-3.602997, 1.952046, 6.179729], [-2.317974, 1.690632, 5.737955], [-1.192353, 2.026500, 6.487056], [0.199721, 1.788714, 5.950071], [0.511975, 0.303047, 5.712065], [-0.101662, -0.252967, 4.505605], [-1.126485, -1.170413, 4.449053], [-1.424749, -1.334388, 3.137196], [-0.586468, -0.523417, 2.386206], [0.189490, 0.110805, 3.255367], [0.553155, 2.451153, 4.730728], [-0.134698, 3.613034, 4.253617], [-0.185523, 4.789392, 5.181302], [0.888680, 5.328538, 5.825976], [2.508026, 4.767766, 5.760989], [0.480998, 6.708523, 6.753597], [-1.156544, 6.592295, 6.273693], [-1.370129, 5.537951, 5.444539], [-1.408349, 2.605985, 7.739089], [-0.088478, 3.000415, 8.790130], [-2.684982, 2.876471, 8.203151], [-4.463767, 1.697827, 5.576548], [-2.193702, 1.235127, 4.765177], [0.920821, 2.088750, 6.713346], [0.168368, -0.283033, 6.561722], [1.591359, 0.188601, 5.619251], [-1.547833, -1.614911, 5.333586], [-2.180120, -1.954543, 2.688255], [0.968498, 0.813356, 3.018543], [-1.149188, 3.361457, 3.931622], [0.440530, 3.886148, 3.365592], [-1.873245, 7.314598, 6.629107], [-2.338013, 5.286001, 5.033491], [-2.823490, 3.339150, 9.169802], [-1.954165, -5.437486, -1.390927], [-2.401326, -4.759806, -0.082440], [-3.934567, -4.682362, 0.012090], [-1.814910, -5.487858, 1.138640], [-1.859211, -3.396654, -0.076120], [-1.387952, -2.351805, 0.003563], [-2.390211, -6.435414, -1.416385], [-0.868658, -5.530469, -1.436882], [-2.305989, -4.885038, -2.259741], [-4.318413, -5.701819, 0.016776], [-4.355520, -4.157338, -0.840062], [-4.252383, -4.189959, 0.931581], [-2.236923, -6.491458, 1.164990], [-2.075603, -4.984725, 2.070369], [-0.730434, -5.573998, 1.065870], [1.670622, -3.551029, 2.294647], [2.464167, -3.109741, 1.153647], [2.138275, -2.086480, 0.368504], [2.959822, -1.702216, -0.607824], [1.047309, -1.460900, 0.556598], [1.613865, -4.637165, 2.294618], [0.670246, -3.135832, 2.216287], [2.121221, -3.220268, 3.230179], [3.356261, -3.556162, 1.008680], [3.804972, -2.199965, -0.833422], [2.647719, -0.984774, -1.243016]],
  "forces_ev_per_angstrom": [[0.037, -0.258, 0.141], [-0.038, 0.048, 0.010], [0.134, -0.022, -0.047], [0.134, 0.102, 0.144], [-0.006, -0.028, 0.023], [-0.054, 0.015, 0.000], [-0.044, 0.085, 0.097], [0.385, 0.039, -0.269], [-0.143, 0.109, -0.643], [0.030, -0.176, 0.045], [0.073, -0.003, -0.024], [0.009, 0.030, 0.031], [-0.030, -0.036, -0.063], [0.068, 0.045, -0.023], [0.128, 0.014, -0.010], [0.076, -0.189, 0.156], [0.075, -0.153, 0.003], [-0.095, 0.032, -0.116], [0.083, -0.099, -0.004], [0.011, 0.055, -0.006], [-0.035, 0.011, -0.024], [-0.018, 0.008, -0.008], [0.008, -0.012, 0.008], [0.018, -0.043, -0.011], [-0.045, 0.049, -0.008], [-0.094, 0.019, 0.083], [0.061, -0.023, -0.024], [0.011, -0.002, 0.006], [-0.072, -0.045, -0.017], [-0.410, 0.240, 0.155], [-0.061, -0.034, 0.041], [-0.109, 0.181, 0.155], [0.040, 0.018, -0.033], [-0.024, -0.022, 0.063], [0.037, -0.001, 0.028], [-0.011, -0.025, 0.008], [0.050, -0.036, 0.022], [0.000, 0.008, -0.039], [-0.028, 0.046, 0.017], [-0.028, -0.008, 0.019], [-0.002, 0.048, -0.015], [-0.029, -0.024, -0.008], [0.025, 0.014, 0.024], [-0.019, 0.031, -0.037], [-0.073, -0.023, 0.090], [0.023, 0.018, -0.051], [0.001, -0.005, 0.000], [-0.020, 0.021, 0.002], [0.009, -0.001, -0.006], [0.023, -0.023, -0.002], [-0.002, -0.015, 0.003], [0.024, 0.018, 0.006], [0.002, -0.036, -0.042], [-0.046, 0.110, -0.058], [0.056, 0.127, -0.181], [0.045, 0.124, -0.013], [0.172, 0.081, 0.029], [-0.136, -0.005, 0.045], [0.038, -0.038, 0.013], [-0.010, 0.035, -0.034], [-0.283, 0.159, 0.310], [0.156, -0.062, -0.047], [-0.190, -0.234, -0.077], [0.077, 0.013, 0.183], [-0.014, -0.167, 0.045], [-0.045, 0.018, 0.069], [0.029, -0.011, -0.002], [0.006, -0.038, -0.005], [0.018, 0.042, 0.009], [0.002, -0.090, 0.074], [0.016, -0.037, -0.036], [0.031, 0.084, -0.029], [-0.044, 0.026, 0.034], [0.002, 0.003, 0.005], [0.011, 0.040, -0.074], [-0.084, 0.115, 0.009], [0.053, -0.027, 0.002], [-0.006, -0.030, -0.022], [-0.012, 0.030, 0.020], [-0.026, 0.012, -0.012], [-0.023, 0.014, 0.005], [-0.023, -0.010, 0.047], [-0.009, -0.059, -0.036], [-0.006, -0.009, 0.009], [-0.013, -0.008, 0.002], [0.000, -0.012, 0.004], [-0.030, 0.050, 0.051], [-0.073, -0.049, -0.142], [0.080, 0.019, 0.015], [0.036, 0.059, 0.005], [0.160, 0.041, 0.160], [-0.264, -0.348, -0.091], [0.015, -0.014, 0.002], [-0.011, 0.006, -0.022], [-0.026, 0.028, -0.057], [-0.004, -0.001, 0.006], [-0.044, 0.056, -0.096], [-0.003, -0.004, -0.007], [0.004, -0.011, -0.006], [-0.010, -0.010, 0.006], [-0.001, -0.002, 0.005], [0.025, 0.023, 0.024], [-0.016, -0.033, 0.022], [0.041, 0.064, -0.084], [0.005, -0.013, -0.028], [0.347, -0.035, 0.119], [-0.009, 0.002, -0.002], [-0.006, -0.005, -0.006], [-0.003, 0.007, -0.002], [-0.006, 0.010, -0.030], [-0.002, 0.000, 0.013], [-0.029, 0.003, 0.006]],
  "energy_ha": -9963.7322,
  "gap_ev": 5.43,
  "max_force_ha_per_bohr": 0.013,
  "homo_energy_ha": -0.4534,
  "e_above_lowest_kj_mol": 60.6,
  "total_charge": 2
}

***

(2)
{
  "formula": "C41H37Cl5P2Sn",
  "method": "ωB97M-V/def2-TZVPD",
  "symbols": ["Sn", "C", "C", "C", "C", "C", "C", "C", "C", "C", "H", "H", "H", "H", "H", "H", "H", "H", "H", "H", "H", "H", "H", "H", "H", "P", "P", "C", "C", "C", "C", "C", "C", "C", "C", "C", "C", "C", "C", "C", "C", "C", "C", "C", "C", "C", "C", "C", "C", "C", "C", "C", "C", "H", "H", "H", "H", "H", "H", "H", "H", "H", "H", "H", "H", "H", "H", "H", "H", "H", "H", "H", "H", "H", "H", "Cl", "C", "C", "C", "Cl", "C", "Cl", "C", "Cl", "C", "Cl"],
  "positions_angstrom": [[-0.211542, 2.955925, -1.970672], [-1.762913, 1.661401, -2.550922], [-1.370743, 0.232496, -2.236107], [-0.166895, -0.394065, -2.948037], [0.855775, 0.448696, -3.732787], [1.088841, 1.895064, -3.333475], [0.368352, 2.964218, -4.006283], [-0.864563, 2.635420, -4.832814], [-1.957934, 1.842656, -4.079914], [2.173911, 0.387870, 2.659883], [-2.676879, 1.947867, -2.009795], [-2.257765, -0.362442, -2.558072], [-0.591978, -1.114415, -3.668073], [0.396895, -1.026462, -2.242309], [1.828319, -0.069998, -3.644948], [0.625353, 0.386062, -4.810493], [2.114419, 2.087771, -2.993709], [0.897506, 3.891613, -4.251892], [-0.583608, 2.079969, -5.747270], [-1.298883, 3.582410, -5.191321], [-2.921832, 2.345857, -4.256380], [-2.075626, 0.859633, -4.559263], [0.889528, 0.394520, 3.068876], [2.562884, 1.402239, 2.785165], [2.691042, -0.297990, 3.341215], [-1.680466, -0.829971, -0.502031], [2.467767, -0.169162, 1.017638], [-0.199561, -0.372848, 0.403536], [1.040993, -0.896411, 0.217676], [-2.190665, -2.531090, -0.220077], [-2.216350, -3.521200, -1.220460], [-2.737694, -4.783646, -0.921224], [-3.213072, -5.083153, 0.360852], [-3.128571, -4.114909, 1.367687], [-2.611272, -2.855705, 1.083466], [-3.021515, 0.209782, 0.140771], [-2.774218, 1.443235, 0.767695], [-3.841093, 2.230516, 1.198338], [-5.152828, 1.845290, 0.932608], [-5.407411, 0.649205, 0.243868], [-4.344923, -0.174935, -0.133360], [3.761625, -1.426165, 1.122647], [3.383931, -2.732056, 1.489343], [4.364505, -3.677799, 1.786860], [5.718613, -3.331065, 1.737196], [6.097231, -2.027334, 1.392332], [5.123133, -1.072145, 1.103323], [3.146075, 1.163785, -0.001720], [2.858286, 2.505373, 0.307208], [3.481515, 3.533035, -0.403458], [4.343744, 3.236918, -1.464262], [4.565809, 1.906721, -1.824156], [3.971056, 0.871604, -1.103357], [-0.315418, 0.454964, 1.112931], [1.219628, -1.764755, -0.437988], [-1.849417, -3.283485, -2.217403], [-2.781538, -5.547012, -1.695580], [-3.641273, -6.061722, 0.577130], [-3.472227, -4.335708, 2.376404], [-2.551783, -2.105302, 1.870590], [-1.755995, 1.816330, 0.897503], [-3.627953, 3.156776, 1.729738], [-5.985646, 2.470637, 1.258165], [-6.423567, 0.354847, 0.003069], [-4.542616, -1.111094, -0.658923], [2.324434, -2.990562, 1.552552], [4.066430, -4.689571, 2.066362], [6.482700, -4.073316, 1.974671], [7.149900, -1.750364, 1.353878], [5.420855, -0.048603, 0.866732], [2.163519, 2.739311, 1.115981], [3.290115, 4.570293, -0.128127], [4.833612, 4.043698, -2.010218], [5.219635, 1.667064, -2.665839], [4.172841, -0.166134, -1.373033], [-0.102986, -2.237155, 3.696566], [-0.842360, -0.701592, 4.017296], [-0.211717, 0.449166, 3.604546], [-0.837002, 1.666614, 3.733669], [-0.154358, 3.054177, 2.949281], [-2.057246, 1.782346, 4.432400], [-2.782799, 3.318109, 4.656953], [-2.702339, 0.610522, 4.881720], [-4.224494, 0.713896, 5.642391], [-2.104067, -0.647044, 4.650567], [-2.933213, -2.087488, 5.056435]],
  "forces_ev_per_angstrom": [[0.566, 1.812, 3.151], [-0.891, -0.048, 0.681], [-1.856, -3.109, -0.788], [0.169, -1.117, -0.135], [0.600, 0.296, -0.294], [1.123, -1.350, 0.296], [-0.336, 1.371, -1.020], [0.452, 0.314, -0.437], [-0.510, -0.656, -0.213], [2.484, -0.166, -1.640], [0.175, -0.314, -0.217], [0.084, 0.047, -0.815], [0.142, 0.051, 0.204], [-0.089, 0.359, -0.149], [-0.363, 0.066, 0.026], [-0.136, 0.040, 0.294], [-0.368, 0.071, -0.559], [-0.067, -0.516, -0.340], [-0.137, 0.017, 0.126], [0.195, -0.258, 0.161], [0.232, -0.125, 0.226], [-0.011, 0.015, 0.003], [-0.679, 0.014, 0.180], [-0.114, -0.153, -0.033], [-0.235, 0.074, -0.128], [0.705, 3.924, 0.019], [1.203, 1.037, 1.324], [1.466, -0.630, 0.585], [-1.427, -0.262, -0.249], [0.084, -1.032, -0.570], [-0.176, 0.279, 0.401], [-0.002, -0.029, 0.092], [0.250, 0.507, -0.145], [0.070, -0.095, -0.235], [-0.016, 0.311, -0.133], [-0.394, -0.015, 0.325], [0.033, -0.281, -0.052], [0.079, -0.067, -0.147], [-0.081, -0.402, -0.135], [0.458, 0.219, 0.134], [0.070, 0.206, 0.100], [0.054, -0.690, 0.051], [0.352, 0.344, -0.242], [0.117, 0.030, 0.039], [-0.157, 0.162, -0.078], [-0.351, -0.142, 0.056], [-0.146, -0.185, -0.021], [-0.133, 0.338, -0.591], [0.233, -0.289, -0.002], [0.063, -0.149, -0.132], [-0.238, -0.116, 0.315], [0.055, -0.146, 0.012], [-0.118, 0.246, 0.155], [0.052, -0.203, -0.319], [-0.126, 0.446, 0.297], [-0.134, -0.134, 0.131], [0.036, 0.199, 0.115], [0.147, 0.250, -0.086], [0.106, 0.077, -0.203], [-0.077, -0.134, -0.102], [-0.320, -0.097, 0.019], [-0.077, -0.177, -0.167], [0.256, -0.169, -0.102], [0.101, 0.047, 0.074], [0.002, 0.196, 0.193], [0.284, -0.006, -0.020], [0.121, 0.282, -0.066], [-0.247, 0.205, -0.085], [-0.248, -0.080, 0.042], [-0.110, -0.342, 0.068], [0.239, -0.010, -0.259], [-0.024, -0.298, -0.117], [-0.152, -0.230, 0.126], [-0.222, 0.088, 0.257], [-0.037, 0.273, 0.022], [0.219, -0.292, -0.011], [-1.132, 0.929, 0.607], [-1.517, -0.098, 0.241], [-1.001, -0.581, 0.854], [0.158, 0.203, -0.009], [0.389, -0.595, -0.393], [-0.177, 0.169, 0.091], [1.004, -0.049, -0.548], [-0.305, -0.003, 0.185], [0.550, 0.633, -0.468], [-0.245, -0.308, 0.180]],
  "energy_ha": -4782.2155,
  "gap_ev": 4.66,
  "max_force_ha_per_bohr": 0.078,
  "homo_energy_ha": -0.1895,
  "e_above_lowest_kj_mol": 0.0,
  "total_charge": 0
}